1.
Here is a molecular structure, C26H45BI2NO6 from the Open Molecules 2025 dataset. Energies are from ωB97M-V/def2-TZVPD.

Each line ends with the Löwdin charge.
CARTESIAN COORDINATES (ANGSTROEM)
C (-0.65, -2.21, -0.30)  -0.11
C (0.98, -2.21, -0.52)  -0.17
B (1.83, -2.54, 0.84)  -0.34
O (2.68, -3.78, 0.83)  0.01
C (1.88, -1.64, 2.22)  0.07
C (1.94, 0.02, 2.07)  0.08
C (2.05, 1.02, 3.40)  -0.09
C (2.15, 2.63, 3.08)  -0.62
I (3.13, 3.24, 1.17)  0.79
C (1.65, 3.74, 3.93)  -0.69
C (0.94, 3.44, 5.38)  -0.16
I (1.90, 5.83, 3.26)  0.80
N (2.08, 0.37, 4.77)  0.06
C (2.00, -1.15, 5.00)  0.07
C (1.90, -2.22, 3.76)  -0.07
C (1.85, -3.83, 4.06)  -0.07
H (-1.16, -2.87, -1.12)  0.09
H (-0.83, -2.65, 0.79)  0.08
H (-1.00, -1.09, -0.33)  0.08
H (1.28, -2.99, -1.37)  0.12
H (1.39, -1.17, -0.93)  0.12
H (2.16, -4.54, 1.22)  0.09
H (1.91, 0.43, 0.96)  0.08
H (0.02, 2.69, 5.33)  0.11
H (1.78, 3.07, 6.14)  0.09
H (0.59, 4.50, 5.81)  0.08
H (2.17, 0.95, 5.63)  0.12
H (2.04, -1.60, 6.10)  0.14
H (1.33, -4.48, 3.24)  0.07
H (1.34, -4.01, 5.12)  0.10
H (2.98, -4.19, 4.13)  0.12
C (2.46, 3.58, -2.95)  -0.03
C (1.07, 3.01, -3.06)  -0.49
O (0.88, 1.84, -3.38)  0.03
C (-0.08, 3.93, -2.75)  -0.02
H (3.19, 2.80, -3.19)  0.09
H (2.58, 4.40, -3.65)  0.09
H (2.64, 3.91, -1.92)  0.03
H (-0.07, 4.78, -3.45)  0.10
H (-0.01, 4.29, -1.72)  0.07
H (-1.02, 3.39, -2.88)  0.08
C (-2.37, -6.10, 1.34)  -0.02
C (-0.91, -6.10, 0.96)  -0.48
O (-0.03, -5.85, 1.79)  0.03
C (-0.56, -6.41, -0.47)  -0.01
H (-2.47, -5.85, 2.40)  0.09
H (-2.90, -5.34, 0.75)  0.09
H (-2.79, -7.09, 1.16)  0.09
H (-1.02, -5.68, -1.14)  0.08
H (-0.91, -7.42, -0.72)  0.09
H (0.53, -6.38, -0.60)  0.09
C (3.51, -3.00, -5.27)  -0.03
C (2.11, -3.56, -5.38)  -0.49
O (1.92, -4.73, -5.71)  0.05
C (0.96, -2.64, -5.08)  -0.02
H (4.23, -3.78, -5.52)  0.09
H (3.63, -2.17, -5.97)  0.09
H (3.69, -2.66, -4.25)  0.08
H (0.97, -1.80, -5.77)  0.09
H (1.03, -2.29, -4.04)  0.07
H (0.02, -3.18, -5.20)  0.08
C (-5.08, 1.32, -0.53)  -0.03
C (-3.63, 1.32, -0.91)  -0.50
O (-2.75, 1.57, -0.08)  0.03
C (-3.28, 1.00, -2.34)  -0.02
H (-5.18, 1.57, 0.53)  0.08
H (-5.62, 2.08, -1.12)  0.09
H (-5.51, 0.33, -0.71)  0.09
H (-3.73, 1.74, -3.01)  0.09
H (-3.63, 0.00, -2.59)  0.09
H (-2.19, 1.04, -2.47)  0.07
C (-1.46, 6.59, 1.28)  -0.04
C (-2.07, 6.06, 0.01)  -0.47
O (-1.40, 5.92, -1.01)  0.04
C (-3.53, 5.71, 0.04)  -0.02
H (-0.39, 6.80, 1.11)  0.05
H (-1.95, 7.52, 1.58)  0.09
H (-1.54, 5.85, 2.08)  0.08
H (-4.12, 6.60, 0.28)  0.09
H (-3.71, 4.93, 0.78)  0.09
H (-3.84, 5.34, -0.94)  0.08

Output
lowest unoccupied orbital energy = -4.88 eV
HOMO-LUMO gap = 6.061 eV
molecular weight = 732.3 g/mol
net charge = +1
2S+1 = 1

***

2.
Here is a molecular structure, C26H45Cl3CoO2P2 from the Open Molecules 2025 dataset. Energies are from ωB97M-V/def2-TZVPD.

Each line ends with the Löwdin charge.
CARTESIAN COORDINATES (ANGSTROEM)
Co (-0.23, 0.06, 0.56)  0.61
C (-1.85, 1.60, 0.70)  -0.27
C (-2.31, 0.69, -0.31)  -0.22
C (-2.07, -0.50, 1.66)  -0.25
C (-1.81, 0.88, 1.94)  -0.21
C (-2.43, -0.61, 0.27)  -0.23
C (-1.87, 3.08, 0.57)  -0.03
H (-1.54, 3.45, -0.41)  0.08
H (-1.27, 3.62, 1.30)  0.07
H (-2.88, 3.46, 0.69)  0.11
C (-1.80, 1.47, 3.29)  0.01
H (-1.60, 2.53, 3.28)  0.08
H (-1.07, 0.99, 3.94)  0.08
H (-2.77, 1.33, 3.77)  0.12
C (-2.30, -1.56, 2.65)  -0.01
H (-3.36, -1.67, 2.89)  0.11
H (-1.77, -1.38, 3.58)  0.07
H (-1.96, -2.55, 2.34)  0.08
C (-3.20, -1.76, -0.24)  -0.02
H (-4.26, -1.55, -0.02)  0.11
H (-2.99, -2.70, 0.27)  0.08
H (-3.14, -1.95, -1.32)  0.09
C (-3.03, 1.20, -1.49)  0.00
H (-3.96, 1.62, -1.09)  0.12
H (-3.27, 0.42, -2.22)  0.08
H (-2.51, 2.00, -2.02)  0.09
C (1.43, 0.50, -2.81)  -0.13
C (0.42, 1.37, -2.96)  -0.13
C (-0.18, 1.67, -4.33)  -0.17
C (-1.07, 0.51, -4.91)  -0.16
C (-1.17, -0.77, -4.07)  -0.12
C (-0.13, -1.61, -3.97)  -0.11
C (1.21, -1.32, -4.66)  -0.17
C (2.08, -0.19, -4.00)  -0.17
H (0.62, 1.89, -5.06)  0.11
H (-0.62, 0.23, -5.88)  0.10
H (-0.80, 2.58, -4.24)  0.10
H (2.35, 0.54, -4.79)  0.11
H (1.79, 0.17, -1.83)  0.07
H (-0.10, 1.84, -2.12)  0.08
H (3.02, -0.65, -3.65)  0.10
H (1.79, -2.27, -4.68)  0.11
H (-0.21, -2.58, -3.46)  0.09
H (1.01, -1.02, -5.70)  0.11
H (-2.09, 0.89, -5.10)  0.11
H (-2.14, -0.98, -3.61)  0.08
P (1.60, 1.85, 1.17)  0.83
C (1.22, 2.68, 2.77)  -0.26
H (2.11, 3.27, 2.98)  0.05
H (1.08, 1.95, 3.58)  -0.01
H (0.35, 3.32, 2.68)  0.03
C (3.30, 1.28, 1.39)  -0.28
H (3.83, 2.13, 1.83)  0.05
H (3.75, 1.00, 0.44)  0.05
H (3.35, 0.45, 2.09)  -0.01
C (1.81, 3.35, 0.18)  -0.25
H (2.28, 3.09, -0.77)  0.04
H (2.46, 3.99, 0.78)  0.05
H (0.86, 3.84, 0.00)  0.03
P (0.83, -2.30, 0.36)  0.85
C (-0.37, -3.60, -0.08)  -0.25
H (0.25, -4.41, -0.44)  0.06
H (-1.12, -3.31, -0.82)  0.02
H (-0.85, -3.93, 0.85)  0.05
C (2.49, -2.57, -0.38)  -0.24
H (2.42, -2.71, -1.46)  0.04
H (2.87, -3.46, 0.13)  0.05
H (3.16, -1.73, -0.14)  0.05
C (1.25, -3.15, 1.92)  -0.27
H (1.45, -4.17, 1.61)  0.06
H (0.42, -3.09, 2.61)  0.04
H (2.13, -2.68, 2.37)  0.04
Cl (2.94, -1.89, 5.15)  0.64
C (2.00, -0.41, 4.92)  -1.42
Cl (1.04, 0.15, 6.28)  0.65
Cl (3.21, 0.91, 4.52)  0.61
C (0.87, -0.82, 3.84)  -0.78
O (0.13, -1.73, 4.23)  -0.06
O (0.92, -0.24, 2.68)  -0.22

Output
expectation value of S² = 6.02
lowest unoccupied orbital energy (alpha / beta) = -1.88 / -5.19 eV
HOMO-LUMO gap (alpha / beta) = 8.976 / 6.681 eV
molecular weight = 616.9 g/mol
net charge = +1
2S+1 = 5

***

Q: Among the records above, which one has the lowest 2S+1?
A: C26H45BI2NO6

***

Q: What is the formula in the second record?
A: C26H45Cl3CoO2P2